This record from OMol25 describes a cluster of 2 separate species, C4H13NOS in total at a distorted geometry. The level of theory is ωB97M-V/def2-TZVPD.

Atoms and positions in Å:
S -2.089 1.772 -1.075
O -0.512 -1.826 -2.561
N 1.406 -1.493 1.808
C 0.344 1.383 0.232
C -0.322 1.279 -1.117
C -0.104 0.406 1.303
C 0.256 -1.044 1.011
H -0.364 0.251 -1.462
H -0.119 -2.604 -2.165
H 0.383 0.717 2.221
H -1.175 0.465 1.459
H 1.439 1.338 0.140
H -1.477 -1.931 -2.603
H 0.227 2.386 0.650
H -1.891 2.947 -0.462
H 1.857 -2.300 1.403
H 2.070 -0.748 1.957
H 0.446 -1.137 -0.060
H -0.534 -1.741 1.213
H 0.160 1.881 -1.890

Summary:
2S+1 = 1
energy above the lowest of the compared OMol25 structures with the same formula, charge and spin = 56.8 kJ/mol
E_HOMO = -8.912 eV
SMILES = NCCCCS.O
max |F| = 1.0 eV Å⁻¹
E_LUMO = 0.61 eV
total charge = 0
gap between HOMO and LUMO = 0.34995 hartree

Atomic partial charges in e from the Mulliken method, atoms 1 to 4: -0.247, -0.648, -0.614, -0.637